# C2H4N2

A molecular structure, C2H4N2 at a distorted geometry (ωB97M-V with the def2-TZVPD basis set, OMol25).

Computed properties:
Kohn-Sham gap (eV): 11.058
Energy above the lowest of the compared OMol25 structures with the same formula, charge and spin (kJ/mol): 196.35
Highest occupied orbital energy (eV): -10.5
Total charge: 0

Element x y z (Å)
C: -0.477 -0.038 -1.219
C: 0.628 0.092 -0.347
N: -1.372 -0.046 -1.903
N: -0.018 -0.086 1.410
H: 1.438 -0.632 -0.377
H: 1.066 1.119 -0.399
H: -0.701 0.587 1.321
H: -0.563 -0.995 1.514

# C15H14BrIMnN4O4SbSe4

A molecular structure, C15H14BrIMnN4O4SbSe4 at a distorted geometry (ωB97M-V with the def2-TZVPD basis set, OMol25).

Computed properties:
Kohn-Sham gap (eV): 6.534
Energy above the lowest of the compared OMol25 structures with the same formula, charge and spin (kJ/mol): 13.96
Highest occupied orbital energy (eV): -14.3
Total charge: +2

Element x y z (Å)
Mn: 1.001 0.207 0.092
Br: -2.849 0.359 0.582
C: -1.620 1.237 1.739
C: -2.185 1.949 2.783
C: -1.352 2.727 3.564
C: -0.011 2.797 3.243
C: 0.449 2.064 2.173
N: -0.326 1.238 1.425
C: 1.883 2.174 1.729
O: 2.749 2.655 2.400
O: 2.034 1.627 0.539
H: -3.249 1.907 2.956
H: -1.758 3.297 4.390
H: 0.688 3.414 3.790
C: 1.928 -3.191 2.514
C: 1.381 -2.217 1.541
N: 1.508 -0.935 1.635
O: 2.201 -0.415 2.700
C: 0.541 -2.574 0.381
C: -0.039 -3.915 0.101
N: 0.357 -1.474 -0.248
O: -0.473 -0.836 -0.985
H: 1.870 -2.793 3.526
H: 2.980 -3.382 2.284
H: 1.403 -4.141 2.456
H: 3.131 -0.686 2.608
H: 0.755 -4.613 -0.171
H: -0.728 -3.860 -0.737
H: -0.557 -4.322 0.969
Se: -4.610 -4.470 -1.698
Sb: -6.058 -2.499 -1.053
Se: -3.367 -1.291 -2.971
Se: -3.397 -2.591 -1.004
Se: -5.694 -0.996 -3.066
I: 4.588 -1.147 0.082
C: 3.567 -0.329 -1.539
C: 4.325 -0.115 -2.681
C: 3.724 0.434 -3.798
C: 2.375 0.745 -3.745
C: 1.692 0.492 -2.578
N: 2.264 -0.039 -1.480
H: 5.375 -0.370 -2.682
H: 4.304 0.617 -4.692
H: 1.856 1.181 -4.587
H: 0.636 0.720 -2.498

# C6H16

2 unconnected molecules or ions with the total composition C6H16 at a distorted geometry (ωB97M-V with the def2-TZVPD basis set, OMol25).

Computed properties:
2S+1: 2
Kohn-Sham gap (alpha / beta) (eV): 11.743 / 4.114
Energy above the lowest of the compared OMol25 structures with the same formula, charge and spin (kJ/mol): 41.52
Highest occupied orbital energy (alpha / beta) (eV): -14.7 / -14.7
Total charge: +1

Element x y z (Å)
C: 1.066 0.927 -0.377
C: 1.357 -0.528 -0.489
C: 2.185 1.828 -0.719
C: -0.255 1.419 -1.129
H: 0.735 1.079 0.706
H: 1.500 -0.751 -1.576
H: 0.635 -1.252 -0.124
H: 2.322 1.818 -1.826
H: 2.071 2.890 -0.495
H: 3.150 1.534 -0.286
H: -1.013 0.637 -1.011
H: -0.672 2.329 -0.721
H: -0.069 1.359 -2.201
H: 2.348 -0.755 -0.074
C: -2.092 -1.235 1.912
C: -2.016 -2.169 0.709
H: -2.403 -0.200 1.788
H: -2.746 -1.781 2.592
H: -1.121 -1.147 2.415
H: -1.470 -3.070 0.991
H: -1.659 -1.773 -0.249
H: -2.996 -2.568 0.431

# C22H36CdO3P2

A molecular structure, C22H36CdO3P2 at a distorted geometry (ωB97M-V with the def2-TZVPD basis set, OMol25).

Computed properties:
Kohn-Sham gap (alpha / beta) (eV): 3.220 / 3.252
Energy above the lowest of the compared OMol25 structures with the same formula, charge and spin (kJ/mol): 0.00
Highest occupied orbital energy (alpha / beta) (eV): -4.3 / -4.3
Total charge: 0

Element x y z (Å)
P: -1.199 5.755 0.629
P: -2.643 4.453 -2.934
C: -1.622 6.300 -1.050
C: -2.906 5.693 -1.657
H: -0.724 6.118 -1.657
H: -1.766 7.389 -0.986
H: -3.557 5.246 -0.886
H: -3.489 6.491 -2.142
C: -1.652 5.125 -4.281
H: -1.210 4.311 -4.878
H: -0.851 5.788 -3.929
H: -2.338 5.695 -4.922
C: -4.225 4.050 -3.675
H: -4.328 4.696 -4.558
H: -5.056 4.250 -2.982
H: -4.250 2.995 -3.984
C: 0.470 6.173 1.042
H: 0.853 5.484 1.809
H: 0.497 7.201 1.428
H: 1.097 6.104 0.141
C: -2.347 6.686 1.673
H: -3.378 6.579 1.314
H: -2.087 7.755 1.647
H: -2.279 6.322 2.706
Cd: 1.791 0.357 -0.103
C: -2.640 1.865 -1.941
C: -1.828 3.004 -2.359
C: -0.548 3.255 -1.460
C: -0.628 3.062 0.064
C: -1.587 3.996 0.866
C: -3.027 3.774 0.701
C: -3.645 2.502 0.356
C: -2.981 1.441 -0.610
C: 0.789 0.229 1.760
H: -3.171 1.342 -2.749
H: -1.427 2.633 -3.334
H: -0.091 4.233 -1.687
H: 0.171 2.509 -1.837
H: -0.877 2.017 0.265
H: 0.406 3.165 0.452
H: -1.314 3.830 1.938
H: -3.670 4.464 1.236
H: -4.633 2.794 -0.077
H: -3.891 1.945 1.281
H: -2.167 0.902 -0.092
H: -3.756 0.659 -0.747
H: 0.194 -0.694 1.757
H: 0.142 1.088 1.963
H: 1.550 0.158 2.546
O: -0.647 -4.316 -1.366
C: 0.616 -4.733 -1.475
C: 0.876 -6.107 -1.639
C: 2.183 -6.566 -1.706
C: 3.237 -5.653 -1.607
C: 2.988 -4.294 -1.427
C: 1.689 -3.806 -1.355
C: 1.412 -2.359 -1.103
O: 2.429 -1.590 -0.926
O: 0.209 -1.951 -1.045
H: -0.564 -3.300 -1.244
H: 0.042 -6.787 -1.716
H: 2.383 -7.632 -1.822
H: 4.268 -6.017 -1.634
H: 3.813 -3.583 -1.336

# C5H11NO

C5H11NO in the gas phase at a distorted geometry (ωB97M-V with the def2-TZVPD basis set, OMol25).

Computed properties:
Kohn-Sham gap (eV): 10.667
Energy above the lowest of the compared OMol25 structures with the same formula, charge and spin (kJ/mol): 470.76
SMILES: CC(C)N1O[C@@H]1C
Highest occupied orbital energy (eV): -9.7
Total charge: 0

Element x y z (Å)
C: -0.861 -1.278 -0.755
C: -0.853 0.250 -0.511
C: -1.647 0.648 0.732
N: 0.296 1.173 -0.404
O: 1.269 1.008 -1.739
C: 1.621 0.824 -0.398
C: 1.781 -0.367 0.749
H: -0.657 -1.867 0.147
H: -1.882 -1.550 -1.074
H: -0.181 -1.589 -1.553
H: -1.305 0.700 -1.396
H: -1.533 1.727 0.852
H: -2.703 0.386 0.645
H: -1.218 0.172 1.623
H: 2.358 1.589 -0.136
H: 1.218 -0.101 1.687
H: 1.464 -1.392 0.517
H: 2.832 -0.334 1.015

# C21H33Cl2N8NaO2S

A molecular structure, C21H33Cl2N8NaO2S at a distorted geometry (ωB97M-V with the def2-TZVPD basis set, OMol25).

Computed properties:
Kohn-Sham gap (eV): 8.252
Energy above the lowest of the compared OMol25 structures with the same formula, charge and spin (kJ/mol): 3.03
Highest occupied orbital energy (eV): -8.0
Total charge: 0

Element x y z (Å)
Na: -1.786 0.086 0.383
N: -3.823 -0.656 2.047
C: -3.433 -0.672 3.454
C: -1.938 -1.024 3.611
N: -1.080 -0.555 2.526
C: -0.426 0.728 2.812
C: -1.383 1.921 2.785
N: -1.981 2.106 1.449
C: -0.136 -1.582 2.059
C: -0.817 -2.713 1.288
N: -1.542 -2.198 0.107
H: -4.769 -0.316 1.923
H: -3.785 -1.580 1.630
H: -4.002 -1.377 4.071
H: -3.636 0.318 3.862
H: -1.853 -2.111 3.665
H: -1.577 -0.645 4.577
H: 0.348 0.885 2.055
H: 0.082 0.711 3.789
H: -0.828 2.797 3.134
H: -2.189 1.757 3.501
H: -1.281 2.420 0.773
H: -2.684 2.834 1.477
H: 0.447 -2.017 2.885
H: 0.575 -1.092 1.388
H: -1.543 -3.223 1.926
H: -0.051 -3.454 1.041
H: -2.118 -2.916 -0.311
H: -0.881 -1.900 -0.608
N: -2.215 0.513 -2.144
N: -3.352 0.848 -2.869
C: -4.573 0.383 -2.526
N: -5.569 0.863 -3.320
S: -4.888 -0.701 -1.295
H: -1.709 1.352 -1.847
H: -1.596 -0.061 -2.703
H: -3.266 1.495 -3.636
H: -5.433 1.691 -3.876
H: -6.503 0.660 -3.010
Cl: 0.686 -1.722 -3.235
C: 2.277 -1.051 -3.528
C: 2.658 -0.885 -4.844
C: 3.920 -0.397 -5.138
C: 4.780 -0.109 -4.094
C: 4.394 -0.297 -2.776
Cl: 5.596 0.047 -1.564
C: 3.112 -0.752 -2.432
N: 2.647 -0.957 -1.147
C: 3.092 -0.242 0.016
C: 3.715 -0.954 1.030
C: 4.107 -0.318 2.199
C: 3.878 1.043 2.343
C: 3.236 1.745 1.331
C: 2.823 1.117 0.161
C: 2.020 1.877 -0.861
C: 0.529 1.545 -0.790
O: -0.274 2.460 -1.092
O: 0.202 0.378 -0.423
H: 1.957 -1.138 -5.628
H: 4.231 -0.252 -6.164
H: 5.779 0.262 -4.286
H: 1.639 -1.056 -1.127
H: 3.896 -2.011 0.880
H: 4.595 -0.880 2.986
H: 4.187 1.556 3.245
H: 3.038 2.805 1.452
H: 2.354 1.662 -1.879
H: 2.117 2.950 -0.712

# C2H9BNO2

2 unconnected molecules or ions with the total composition C2H9BNO2 at a distorted geometry (ωB97M-V with the def2-TZVPD basis set, OMol25).

Computed properties:
2S+1: 3
Kohn-Sham gap (alpha / beta) (eV): 6.895 / 8.213
Energy above the lowest of the compared OMol25 structures with the same formula, charge and spin (kJ/mol): 240.39
Highest occupied orbital energy (alpha / beta) (eV): -10.3 / -16.5
Total charge: +1

Element x y z (Å)
B: 1.169 -1.029 -0.593
C: -1.629 1.412 0.661
C: -0.299 -0.442 -0.324
N: -0.319 0.746 0.542
O: 1.257 -2.105 -1.362
O: 2.153 -0.304 -0.011
H: -2.000 1.678 -0.327
H: -2.344 0.739 1.132
H: -1.545 2.318 1.259
H: -1.120 -1.538 0.349
H: -0.885 -0.277 -1.220
H: 0.374 1.400 0.148
H: 0.034 0.489 1.471
H: 2.092 -2.511 -1.594
H: 3.063 -0.576 -0.133

# C22H24InN3O2S3

A molecular structure, C22H24InN3O2S3 (ωB97M-V with the def2-TZVPD basis set, OMol25).

Computed properties:
Kohn-Sham gap (eV): 6.336
Energy above the lowest of the compared OMol25 structures with the same formula, charge and spin (kJ/mol): 0.57
Highest occupied orbital energy (eV): -7.1
Total charge: 0

Element x y z (Å)
In: -0.946 0.866 -0.018
S: -0.576 4.078 -3.213
C: -0.720 2.907 -2.090
S: -1.428 3.212 -0.497
S: -0.188 1.244 -2.365
O: 5.125 1.357 3.883
C: 5.161 1.231 2.477
C: 3.763 1.089 1.948
C: 3.550 0.860 0.596
C: 2.256 0.760 0.130
N: 1.194 0.861 0.933
C: 1.387 1.078 2.240
C: 2.659 1.202 2.779
C: 0.165 1.204 3.083
C: 0.199 1.070 4.466
C: -0.980 1.203 5.183
C: -0.995 1.085 6.688
O: 0.140 0.432 7.218
C: -2.152 1.465 4.484
C: -2.098 1.568 3.108
N: -0.966 1.440 2.424
H: 6.015 1.524 4.206
H: 5.741 0.352 2.171
H: 5.619 2.110 2.010
H: 4.376 0.770 -0.097
H: 2.038 0.615 -0.922
H: 2.804 1.406 3.828
H: 1.117 0.849 4.990
H: -1.924 0.600 7.005
H: -0.995 2.088 7.118
H: 0.065 -0.512 7.051
H: -3.099 1.570 4.998
H: -2.992 1.747 2.522
C: -5.703 0.279 -2.220
N: -5.125 -0.252 -0.998
C: -5.274 0.695 0.092
C: -3.724 -0.583 -1.201
C: -3.127 -1.341 -0.037
C: -3.791 -2.481 0.418
C: -3.274 -3.235 1.456
C: -2.078 -2.857 2.057
C: -1.427 -1.716 1.617
C: -1.938 -0.939 0.573
H: -6.760 0.496 -2.063
H: -5.618 -0.458 -3.019
H: -5.206 1.205 -2.552
H: -6.329 0.930 0.235
H: -4.732 1.638 -0.102
H: -4.892 0.260 1.017
H: -3.139 0.333 -1.403
H: -3.646 -1.191 -2.107
H: -4.727 -2.760 -0.050
H: -3.798 -4.119 1.797
H: -1.663 -3.448 2.864
H: -0.501 -1.425 2.105

total charge of number 8 (C22H24InN3O2S3)? 0

What is the formula in the third record? C6H16

The highest total charge belongs to which entry? C15H14BrIMnN4O4SbSe4

Number 8 is which compound? C22H24InN3O2S3